<i>
This record from OMol25 describes a cluster of 2 separate species, CClNS in total. The level of theory is ωB97M-V/def2-TZVPD.

Each atom is followed by the atoms it is bonded to, with distances in Å.
Element x y z (Å)
1 C -1.063 0.649 0.561  N2 1.137
2 N -1.689 1.594 0.636  C1 1.137
3 S 1.086 -1.225 0.335  Cl4 1.965
4 Cl 1.667 -1.018 -1.532  S3 1.965

Its charge is 0. The calculation puts the LUMO energy (spin up / spin down) at -4.32 / -4.32 eV. For the highest occupied orbital energy (spin up / spin down), the calculation gives -10.86 / -10.86 eV.

***

<ii>
This record from OMol25 describes a cluster of 2 separate species, CClNS in total. The level of theory is ωB97M-V/def2-TZVPD.

Each atom is followed by the atoms it is bonded to, with distances in Å.
Element x y z (Å)
1 C -1.246 0.175 0.026  N2 1.131
2 N -2.365 0.329 -0.030  C1 1.131
3 S 1.581 -1.235 0.011  Cl4 2.017
4 Cl 2.030 0.731 -0.007  S3 2.017

Its charge is 0. The calculation puts the LUMO energy (spin up / spin down) at -4.94 / -4.95 eV. For the highest occupied orbital energy (spin up / spin down), the calculation gives -10.32 / -10.31 eV.

***

Name the least stable of them. <ii>.